Record 1
C48H125N7O26 | ωB97M-V/def2-TZVPD

Each line ends with the Mulliken charge.
Positions of all 206 atoms, in Å:
O (-1.46833, -6.01251, -3.07615)  0.078
C (-1.65473, 1.33682, 0.17087)  0.719
C (-4.37998, -4.18909, -3.12921)  -1.047
H (1.64817, -0.54638, 2.67682)  0.044
O (8.92629, -2.44775, 5.36342)  -0.294
H (3.74016, 0.00480, 2.44607)  0.289
H (-0.24628, -5.89723, -4.80025)  0.243
O (0.05099, 2.70679, -0.38743)  -0.872
C (-6.60435, 2.15498, -1.95233)  -0.851
C (6.86407, -2.49298, -4.28657)  -0.863
H (-0.75571, 9.26886, 1.27757)  0.552
O (-2.80609, -3.08423, 3.04826)  -0.805
H (2.46818, 7.80399, 4.30425)  0.346
H (-0.45167, 0.11368, -5.56720)  0.433
H (8.21084, -4.39298, -5.31024)  0.312
H (2.88963, 9.48541, 3.98320)  0.394
O (-1.90997, 6.15713, 1.58641)  -0.127
H (-0.99890, -8.19288, -0.50264)  0.455
C (-7.89736, 2.20407, -5.34487)  -0.758
C (-0.95682, 0.27795, -4.61539)  -0.942
C (-3.14221, 5.03424, 4.82070)  -0.820
H (5.10313, 8.84258, 2.51653)  0.306
H (7.01888, -1.96749, -5.22891)  0.358
C (1.02352, 8.97327, 3.15673)  -0.755
H (-5.40395, -3.21063, -1.45113)  0.551
N (4.59166, -1.54604, -3.84647)  -0.410
H (-0.67190, 5.16789, 1.94849)  0.279
H (-4.09046, 1.47613, -1.56508)  -0.311
H (-5.60801, -4.97067, -1.70511)  0.459
C (2.40411, -3.93786, 1.38850)  -0.354
H (-2.85265, 3.59562, -1.57923)  -0.979
H (-1.54049, -5.93776, 1.48191)  0.327
H (-5.51903, 3.61812, -2.80426)  0.489
H (0.65101, -2.32360, -5.79384)  0.339
H (-2.19694, 5.24230, -0.28268)  0.059
C (0.71973, -2.95809, -4.91021)  -0.250
H (9.96770, -4.26675, 5.02765)  0.308
H (5.82709, -2.42441, 6.09993)  0.276
N (-0.44370, -6.15336, -0.28797)  -0.407
C (0.88954, 0.00364, 3.23365)  1.650
H (-2.80775, -2.27818, 3.56449)  0.356
H (-2.26607, 5.52733, -4.38386)  0.336
H (-2.83780, 2.30729, 5.10515)  0.499
H (-1.50695, -3.40510, -0.64843)  -0.156
C (5.12045, -0.93423, 3.95298)  -1.200
H (-1.73824, -1.29819, -2.24286)  -0.356
C (-7.05042, 1.63056, -3.27046)  0.040
O (-3.45311, 0.08273, 0.92486)  0.312
N (-3.26326, -3.19380, -3.33874)  0.088
H (0.71158, -1.85761, -0.07987)  -0.532
H (-1.61790, -7.03724, -4.94493)  0.356
H (7.86860, -2.56231, -3.86918)  0.542
H (3.46162, 3.03519, 0.44810)  0.448
H (-1.54835, 8.62302, 2.66427)  0.410
C (-1.36754, 2.00270, 3.49647)  0.505
C (0.68562, -2.01150, 4.46905)  -0.291
H (2.54974, -3.71154, 2.44476)  0.230
H (0.02462, -6.96968, 1.56819)  0.504
H (-0.10713, -2.69006, -4.25251)  -0.110
H (0.02386, 1.63314, 4.96647)  0.501
H (-5.23376, -4.84371, 0.84960)  0.479
N (-0.03678, 2.22362, 4.14931)  -0.261
H (-3.91055, 4.71533, 5.52503)  0.324
H (-2.20782, -4.04189, -1.85446)  0.055
C (-3.61588, -1.80026, -3.14182)  -1.307
H (2.48797, 2.16451, -0.45423)  0.028
C (0.09043, -0.98163, 0.03514)  0.044
H (-1.61359, 1.14315, -4.70591)  0.474
O (-0.05548, 4.52225, 2.29403)  -0.436
C (-0.89165, 8.34506, 1.83990)  -1.152
H (1.24305, 4.70986, -2.59835)  0.299
H (-6.57395, 1.31333, -1.26039)  0.230
H (-4.40088, 1.49673, 0.82418)  0.356
H (-1.53384, -8.10365, -2.88406)  0.403
C (-4.18743, 2.17469, -2.39617)  -0.585
O (-5.88739, -0.93780, 0.68165)  -0.647
H (-2.34409, 4.18438, 1.02897)  -0.615
H (6.45575, -0.83582, -3.13710)  0.323
C (4.61424, 7.86861, 2.53827)  -0.807
H (4.24263, -1.12161, 4.57139)  0.471
H (-8.13328, 3.09049, -5.93368)  0.252
H (1.66774, -2.41786, 4.22739)  0.098
C (10.02772, -3.28366, 5.49460)  -0.790
H (3.94309, 2.36789, -0.90630)  0.459
H (11.01549, -2.94869, 5.17804)  0.273
C (-2.26904, 0.11402, 0.51271)  0.370
H (7.55883, -4.00635, 5.12692)  0.356
H (7.65728, -3.38627, 6.73260)  0.475
H (3.40503, -4.09741, 0.98750)  0.432
C (5.90428, -1.76811, -3.25886)  -0.366
H (6.82273, -1.03443, 5.71269)  0.328
H (0.52299, -6.36054, -0.49454)  0.171
C (-0.50239, -6.09426, 1.18873)  -1.282
C (0.32249, -4.96132, 1.69680)  1.204
O (1.22633, 3.78761, -2.85412)  -0.750
O (-1.70517, -0.93316, -4.29184)  -0.588
H (5.07272, 7.34582, 1.69888)  0.250
H (4.25712, -1.62335, 2.07098)  -0.076
H (-5.21797, -3.97542, -3.79268)  0.525
O (1.84727, 0.34093, -0.49577)  -0.665
C (7.69208, -3.08073, 5.68688)  -0.734
H (-4.03863, -5.18257, -3.42004)  0.244
H (10.13065, -3.45653, 6.56587)  0.311
H (-2.93405, -3.32800, -4.28410)  0.183
C (-4.26701, -4.36921, 0.68129)  -0.603
H (-1.24851, 2.26525, 2.44528)  -1.001
H (-4.82757, 2.57460, -0.14949)  0.302
H (6.74853, -1.98470, 3.32550)  0.267
C (-2.60346, 5.19932, 0.72776)  0.087
H (-1.65833, 0.95492, 3.42100)  0.619
H (-4.33916, -1.40592, -3.85558)  0.434
N (6.04562, -2.05428, 4.04743)  -0.214
H (1.02148, 7.64971, 1.60991)  0.161
H (-4.48089, -3.32791, 0.92225)  -0.056
O (1.60847, -5.11398, 1.15217)  -0.486
H (-1.84194, -5.29671, -4.97933)  0.270
C (-4.89168, -4.15054, -1.65671)  -0.709
O (0.81757, -0.57872, 4.54231)  -0.632
H (-2.74936, 7.84338, 0.75318)  0.358
O (5.73173, -0.33044, 1.66542)  -0.477
H (-8.85631, 1.72151, -5.15602)  0.304
H (4.92632, 7.46810, 3.50279)  0.317
O (3.13194, 8.06201, 2.40347)  -0.326
H (-1.04939, 4.36818, -3.79094)  0.262
H (0.53779, -2.40254, 5.47570)  0.420
H (-4.94222, -0.87323, 0.81847)  -0.092
H (3.68417, -2.45672, -2.16764)  0.434
H (0.51190, 4.31131, 1.55253)  0.174
C (-1.37295, -1.19710, 0.39017)  -0.710
H (1.36936, -1.45940, -2.74484)  -0.282
O (-7.37456, 2.70670, -4.07280)  -0.347
H (-2.69745, 5.97650, 5.14074)  0.248
O (-4.86265, 2.33381, 0.77626)  -0.817
H (0.08338, -7.29867, -2.64726)  0.433
H (-3.71411, 5.16465, 3.90200)  0.260
H (1.01889, 9.91813, 2.61328)  0.369
H (1.00950, 1.98527, 2.34294)  -0.465
C (2.14766, -1.51397, -3.50601)  0.330
H (-0.08046, -0.26597, 2.81589)  -0.708
C (-0.99472, -7.23839, -2.49834)  -0.774
H (1.96095, 1.85240, 3.74324)  0.634
O (-2.08180, 4.11891, 4.42596)  -0.274
C (4.59718, -0.66825, 2.47127)  0.254
C (-2.54928, 2.76311, 4.15800)  -1.064
H (2.08981, -0.60186, -4.09998)  0.286
C (-2.96128, 3.02025, -2.49860)  1.715
C (5.43183, -0.22818, 0.32895)  0.008
O (6.49900, -3.85779, -4.34764)  -0.305
H (5.89579, -2.23426, -2.27359)  0.240
H (5.54342, -0.05246, 4.43431)  0.469
O (-3.12657, 3.97319, -3.50111)  -0.568
H (7.13412, -5.74888, -4.94773)  0.231
H (0.37152, 9.06630, 4.02527)  0.338
H (-3.68403, 5.33972, 0.70052)  0.396
H (-6.20419, -1.44370, 1.42994)  0.329
H (0.38209, -4.95209, 2.78512)  0.544
H (-3.57051, -4.76874, 1.41841)  0.126
H (-1.25197, 7.35782, -0.07013)  0.368
H (-6.20598, 1.10475, -3.71605)  -0.103
H (2.06918, -3.00847, 0.92789)  0.083
C (-2.38456, -0.93876, -3.04360)  1.656
H (-2.30917, 2.18985, 0.27300)  -0.683
H (-2.31029, -7.10599, -0.67382)  0.324
C (-1.25858, -7.22605, -0.93379)  -0.879
N (0.38131, 7.88738, 2.35409)  0.097
C (-1.27628, -6.09957, -4.50654)  -0.970
H (-7.90227, 0.97697, -3.08264)  0.527
H (-2.46609, -2.82087, 2.19312)  -0.307
H (-3.96233, 0.26548, 2.57186)  -0.018
H (5.28931, 0.80531, 0.01322)  -0.040
H (4.48769, -2.44821, -4.28849)  0.353
H (-7.16803, 1.53919, -5.80759)  0.300
H (0.03090, -3.98928, 1.29905)  -0.997
O (-3.88497, -4.53804, -0.70717)  -0.058
H (4.46692, -0.65397, 0.05372)  -0.025
C (3.53394, -1.60409, -2.82987)  -0.544
H (0.67850, -3.99491, -5.24398)  0.172
H (3.69150, -0.67983, -2.27399)  0.039
C (0.99207, 1.55314, 3.34347)  -0.806
H (-4.37349, 1.72337, -3.37073)  0.829
H (6.82062, -4.68645, -6.32808)  0.287
O (-1.81499, -2.37345, 0.56739)  0.520
H (-7.40007, 2.77043, -1.53264)  0.447
O (1.98006, -2.71890, -4.30438)  -0.404
H (-2.03659, 2.44447, -2.53763)  -0.194
H (-2.77144, 0.04374, -2.77318)  -0.680
H (0.65679, 3.36971, -2.20820)  0.245
O (3.21448, 2.79199, -0.44709)  -0.375
C (7.17011, -4.71667, -5.29607)  -0.738
H (6.24970, -0.59149, -0.29332)  0.288
H (-0.29843, 0.76859, -3.89853)  0.188
H (-3.38042, 2.90394, 3.46699)  0.320
C (2.43851, 8.59190, 3.55166)  -0.514
O (-1.34766, -3.91050, -1.44893)  0.834
H (-0.19309, -2.28181, 3.88347)  -0.015
C (-1.75979, 7.40829, 0.89302)  -0.692
C (0.57848, 0.26134, -0.22602)  1.115
C (-1.99834, 4.85592, -3.56800)  -0.541
H (-1.03324, -4.77946, -1.18883)  0.642
C (-0.34678, 1.47712, -0.15742)  1.023
C (6.57257, -2.04803, 5.39944)  -0.486
H (-1.97900, 5.46950, -2.66730)  0.096
O (-4.04957, 0.04665, 3.49961)  -0.671
H (-4.98969, -0.07821, 3.62937)  0.279
N (-5.37659, 2.97536, -2.03832)  -0.557
H (-4.23358, -1.76316, -2.24451)  0.299

## Properties
Molecular weight, g mol⁻¹: 1216.6
Charge: 0
LUMO, eV: -0.75
HOMO energy, eV: -7.72
2S+1: 1
ΔE to the lowest compared entry with this formula, charge and spin, kJ/mol: 0.0
Gap between HOMO and LUMO, eV: 7.0



Record 2
C4H10N2O | ωB97M-V/def2-TZVPD

Each line ends with the Mulliken charge.
Positions of all 17 atoms, in Å:
H (0.84020, 1.58476, 0.52495)  0.453
H (2.67282, 0.80919, -0.90261)  0.347
H (1.21796, 0.45152, -1.85859)  0.325
H (2.03533, -0.83187, -0.95366)  0.288
C (-0.62653, -1.45211, 0.05823)  -1.053
H (-1.14031, -1.58997, -0.89761)  0.357
H (2.06895, 0.30914, 1.96625)  0.282
H (-2.97297, 0.20747, 0.57810)  0.256
O (1.45478, -0.26895, 1.50004)  -0.567
H (-3.10589, 1.84886, -0.28080)  0.266
H (0.31944, -1.98695, 0.03722)  0.370
C (0.88890, 0.52402, 0.26363)  0.106
N (-0.37681, -0.05566, 0.31052)  0.291
C (1.75873, 0.22008, -0.94432)  -1.152
C (-2.48539, 1.01717, 0.03130)  -0.301
H (-1.28651, -1.82829, 0.84282)  0.297
N (-1.26269, 1.04157, -0.27549)  -0.564

## Properties
Molecular weight, g mol⁻¹: 102.1
Charge: 0
SMILES string: C=NN(C)[C@H](C)O
LUMO, eV: 0.99
HOMO energy, eV: -8.25
2S+1: 1
ΔE to the lowest compared entry with this formula, charge and spin, kJ/mol: 370.5
Gap between HOMO and LUMO, eV: 9.2



Record 3
CH2F3O4SSm | ωB97M-V/def2-TZVPD

Each line ends with the Mulliken charge.
Positions of all 12 atoms, in Å:
O (-3.93174, -0.43973, 2.45859)  -0.740
O (-1.76683, -0.27590, 1.81336)  -0.799
O (-3.09648, 1.36952, 0.52814)  -0.648
F (-3.98772, 2.24418, 4.03157)  -0.229
S (-2.77532, 1.14882, 1.94260)  1.461
H (-4.84060, -0.14928, 2.30423)  0.302
F (-3.72900, 3.59001, 2.36508)  -0.198
Sm (0.48482, 0.42724, 2.60336)  0.766
H (-2.52491, -1.19629, 1.91796)  0.448
O (-1.61095, 1.88824, 2.56762)  -0.761
C (-4.02043, 2.34298, 2.70717)  0.613
F (-5.25915, 2.10718, 2.27479)  -0.213

## Properties
Molecular weight, g mol⁻¹: 317.4
Charge: 0
LUMO (spin up / spin down), eV: -0.32 / -0.54
HOMO energy (spin up / spin down), eV: -5.67 / -10.53
2S+1: 8
Gap between HOMO and LUMO (spin up / spin down), eV: 5.3 / 10.0



Record 4
C5H9O | ωB97M-V/def2-TZVPD

Each line ends with the Mulliken charge.
Positions of all 15 atoms, in Å:
H (-2.04190, -0.36017, 1.05082)  0.287
C (0.64944, 1.19447, 0.42674)  -0.385
H (0.55582, 0.48109, -2.60140)  0.357
C (1.30815, 1.26285, -0.70053)  -0.202
H (1.75953, 2.25175, -0.87960)  0.358
H (-1.05171, -0.87848, -0.96790)  0.417
H (-0.87064, -1.44255, 1.78651)  0.309
H (1.75694, -0.35142, -1.79917)  0.311
C (-1.17730, -0.46894, 1.74218)  -0.483
C (-0.07143, -0.66423, -0.64752)  -0.495
H (-1.09471, 0.08511, 2.59677)  0.339
H (0.37366, -1.67965, -0.53985)  0.314
C (0.90699, 0.14137, -1.61786)  -0.497
H (0.81994, 1.76381, 1.26306)  0.451
O (-0.01774, -0.04947, 0.66563)  -0.081

## Properties
Molecular weight, g mol⁻¹: 85.1
Charge: +1
LUMO, eV: -3.57
HOMO energy, eV: -14.37
2S+1: 1
ΔE to the lowest compared entry with this formula, charge and spin, kJ/mol: 187.2
Gap between HOMO and LUMO, eV: 10.8